DFT (wB97M-V/def2-TZVPD) results for 13 unconnected molecules or ions with the total composition C21H68N18O13 in a non-equilibrium geometry.

Element x y z (Å)
C  3.03603  1.65922  1.21411
O  3.59070  0.56776  1.53634
N  3.31992  2.71274  2.01902
N  2.14078  1.74402  0.17511
H  3.92393  2.53516  2.81499
H  2.81259  3.56743  1.93972
H  1.89377  0.90339  -0.30019
H  1.77886  2.64506  -0.06289
C  0.08089  -4.46059  -1.95098
O  0.19149  -5.18973  -0.94109
N  -0.63892  -4.83317  -3.07912
N  0.65485  -3.18985  -1.92130
H  -0.37545  -4.24488  -3.86951
H  -0.89282  -5.80925  -3.18213
H  0.93153  -2.87785  -0.96767
H  0.22168  -2.48642  -2.55104
C  -5.47736  2.67092  -0.83134
O  -4.79671  2.58868  -1.85479
N  -5.06113  3.53871  0.07667
N  -6.59637  1.95959  -0.57159
H  -4.08709  3.76160  -0.05172
H  -5.27449  3.49940  1.03196
H  -7.06553  2.04461  0.32571
H  -6.86985  1.22969  -1.21439
C  -1.46254  3.89314  -2.43026
O  -0.59680  4.61338  -2.99635
N  -1.41213  3.64887  -1.13140
N  -2.57332  3.52362  -3.13508
H  -0.53189  4.01970  -0.66698
H  -1.93284  2.92348  -0.69187
H  -3.40663  3.31841  -2.62713
H  -2.56598  3.79750  -4.07958
C  -5.89124  -0.78331  1.28220
O  -5.63416  -1.21704  0.15479
N  -6.91548  -1.33941  1.98778
N  -5.20065  0.22603  1.83900
H  -7.17115  -2.23252  1.56126
H  -6.92359  -1.32720  2.96348
H  -5.12853  0.33318  2.86086
H  -4.21617  0.39464  1.48097
C  1.04294  1.27673  -2.92889
O  1.48775  0.36381  -2.18995
N  1.62071  2.49154  -3.07925
N  -0.03318  1.06628  -3.70349
H  2.53602  2.72335  -2.66242
H  1.14404  3.22863  -3.63523
H  -0.19631  1.79699  -4.36242
H  -0.74471  0.32313  -3.58829
C  1.77877  5.12214  -0.56171
O  1.09226  4.33669  0.11853
N  3.08962  5.47475  -0.32920
N  1.14561  6.04973  -1.45664
H  3.47215  6.01578  -1.03514
H  3.67258  4.92588  0.25184
H  0.28362  5.54542  -1.75217
H  1.67643  6.33382  -2.26591
C  5.00953  2.09415  -2.57443
O  4.49205  3.13926  -3.01769
N  4.50128  0.86695  -2.53621
N  6.19672  2.09380  -1.78658
H  4.90150  0.32326  -1.78432
H  3.52455  0.75090  -2.61886
H  6.68381  1.21204  -1.90722
H  6.66364  2.97943  -1.91699
C  -2.70364  -1.16040  -2.44113
O  -1.98289  -1.03256  -3.44545
N  -2.80753  -2.42501  -1.81744
N  -3.61453  -0.23957  -1.91003
H  -2.04439  -3.02375  -1.98994
H  -3.23445  -2.41134  -0.91402
H  -4.40114  -0.64530  -1.44347
H  -3.91200  0.58653  -2.52639
C  -3.12470  -4.83881  0.60196
C  -3.92429  -4.39133  1.84612
C  -3.13823  -4.67795  3.11444
O  -4.32864  -3.02505  1.78502
H  -2.62098  -5.78651  0.74038
H  -2.40153  -4.03903  0.46051
H  -3.84987  -4.90873  -0.21945
H  -4.86929  -4.94665  1.89276
H  -2.16362  -4.11717  3.26143
H  -2.98597  -5.73388  3.08774
H  -3.77892  -4.49325  4.02384
H  -4.64182  -2.83516  0.90388
C  3.68770  -2.70269  0.44081
C  4.72676  -2.35252  -0.66943
C  4.26603  -2.63337  -2.11017
O  5.12548  -0.92135  -0.53642
H  2.92954  -1.89665  0.41196
H  4.09636  -2.64863  1.43187
H  3.16314  -3.61305  0.23766
H  5.64152  -2.89210  -0.50087
H  3.65216  -1.82752  -2.49794
H  3.67805  -3.57218  -2.16765
H  5.18775  -2.53328  -2.72156
H  4.57758  -0.48564  0.12707
C  -0.90259  0.87051  2.42166
C  -1.11951  0.85893  0.91206
C  -0.63258  -0.51137  0.37809
O  -2.49471  0.98912  0.60311
H  -1.35528  -0.00432  2.90360
H  -1.36050  1.79136  2.87547
H  0.17752  0.78601  2.55765
H  -0.45305  1.66598  0.43777
H  0.27778  -0.89843  0.97165
H  -0.34865  -0.54417  -0.69722
H  -1.40944  -1.27299  0.60311
H  -2.61393  0.83681  -0.36147
C  3.05543  -1.14848  5.83360
C  3.63564  -0.69471  4.54175
C  5.14828  -0.84503  4.47636
O  3.01691  -1.45104  3.47712
H  3.70354  -0.95035  6.64101
H  2.99780  -2.23724  5.77452
H  2.05869  -0.67748  5.90220
H  3.47564  0.39772  4.38590
H  5.51401  -0.48027  3.52578
H  5.53202  -1.80385  4.75364
H  5.68898  -0.12867  5.20165
H  3.28474  -1.18733  2.59193

As for the charge: 0. The electronic energy is -76329.59430 eV. The value obtained for the highest occupied orbital energy is -0.3431 Eh. Its LUMO energy is 0.2 eV. The orbital gap is 9.55 eV. The multiplicity is 1. The energy relative to the best compared isomer or geometry (same formula, charge and spin) is 0.00 kcal/mol.

DFT (wB97M-V/def2-TZVPD) results for a molecular structure, C21H33Br3Cl7CsFMgN2O7P2 in a non-equilibrium geometry.

Element x y z (Å)
C  2.64400  0.49341  0.83035
C  3.66216  1.02818  -0.15618
C  3.89654  2.55802  -0.24492
Br  2.29178  3.70095  -0.23029
C  4.61781  2.76746  -1.60515
C  4.65588  1.34710  -2.21201
N  3.66835  0.42015  -1.51178
C  2.41634  0.56958  -2.34050
C  1.18629  -0.24219  -1.88433
C  -0.00652  0.68677  -1.52425
C  -0.82845  0.25370  -0.32092
O  -1.96084  0.61802  -0.18213
O  -0.26310  -0.53613  0.66880
P  4.59462  -1.19491  -1.69601
P  3.15380  -2.78206  -1.38760
O  2.15802  -2.79183  -2.46673
O  4.03272  -4.07131  -1.43185
O  2.47588  -2.74864  0.10046
H  3.05717  0.55506  1.86183
H  2.34438  -0.54019  0.67395
H  1.69406  1.11525  0.84801
H  4.60919  0.68251  0.27924
H  4.60946  2.81865  0.53285
H  4.06848  3.40018  -2.30095
H  5.60047  3.20118  -1.44289
H  4.73667  1.23154  -3.28800
H  5.64021  0.98393  -1.88670
H  2.64426  0.32727  -3.37782
H  2.18741  1.63552  -2.33522
H  1.37459  -0.89342  -1.04288
H  0.85761  -0.83594  -2.73311
H  0.32068  1.71219  -1.32720
H  -0.71758  0.74942  -2.34670
H  -0.07268  -1.39744  0.25780
H  5.51598  -1.24999  -0.61246
H  4.54132  -4.19700  -0.51273
H  3.17263  -2.84216  0.79198
Br  5.55890  -5.21898  0.73573
Cs  2.25186  1.30231  3.52044
C  -2.29418  -1.41776  6.82989
C  -1.36024  -0.30606  6.75270
N  -0.62183  0.56991  6.69174
H  -2.29719  -1.85548  7.82671
H  -3.30789  -1.09159  6.60295
H  -2.02727  -2.20029  6.12130
C  -6.67304  -2.03084  1.25542
C  -5.41720  -1.77687  1.79118
C  -4.51152  -0.98567  1.09676
C  -4.86597  -0.44129  -0.12981
C  -6.12297  -0.69229  -0.66462
C  -7.02486  -1.49028  0.02609
H  -7.37743  -2.65115  1.79592
H  -5.14371  -2.19798  2.75115
H  -3.52926  -0.79132  1.50802
H  -4.16330  0.17705  -0.66778
H  -6.39900  -0.26687  -1.62092
H  -8.00228  -1.68973  -0.39490
C  3.35608  2.52515  9.53648
Cl  3.90686  0.98971  10.19773
Cl  3.99748  3.87736  10.46907
Cl  3.81374  2.67152  7.83459
H  2.27631  2.55341  9.59679
Br  1.74485  -4.15443  -4.61709
F  4.75665  -1.73889  2.42880
Mg  8.14609  -5.92629  -0.04511
O  -5.96090  -0.41248  -6.67777
C  -5.89187  -0.31867  -5.44865
C  -7.65153  -0.05091  -4.86783
O  -7.62918  0.06811  -3.63618
H  -5.37566  0.54899  -4.99589
H  -5.59912  -1.19997  -4.84869
H  -8.20089  -0.90844  -5.29923
H  -7.99887  0.81149  -5.46758
C  -0.59457  3.83642  -4.08920
Cl  -0.87882  2.62231  -5.33377
Cl  -1.71047  3.58355  -2.74506
Cl  1.07715  3.69276  -3.50218
Cl  -0.83451  5.45165  -4.76112

As for the charge: -1. The electronic energy is -364691.51439 eV. The value obtained for the highest occupied orbital energy is -0.0847 Eh. Its LUMO energy is -1.1 eV. The orbital gap is 1.24 eV. The multiplicity is 1.

DFT (wB97M-V/def2-TZVPD) results for a molecular structure, C31H39MnN5 in a non-equilibrium geometry.

Element x y z (Å)
Mn  0.29920  -0.10810  0.66927
N  -0.38500  -1.83345  2.39111
N  0.45007  -2.57723  -0.76364
C  1.63602  1.44806  0.19334
C  2.42054  0.27046  0.49656
C  2.16023  -0.11234  1.84367
C  2.97786  -1.12659  2.57357
H  3.63600  -1.65890  1.86920
H  2.35281  -1.87286  3.08530
H  3.64348  -0.65194  3.31719
C  1.18085  0.79822  2.39879
C  0.76470  0.86677  3.82027
H  1.61653  1.08104  4.48866
H  0.36518  -0.09704  4.14188
H  -0.02313  1.61590  3.97380
C  0.85045  1.76251  1.36130
C  0.02570  2.99291  1.48469
H  -0.84614  2.85572  2.13845
H  -0.35192  3.29436  0.49686
H  0.61824  3.83647  1.87303
C  3.47141  -0.35360  -0.35952
H  4.41269  -0.47109  0.20113
H  3.68373  0.25699  -1.24775
H  3.15680  -1.35867  -0.68591
C  1.71284  2.31129  -1.01123
H  0.71448  2.43209  -1.44842
H  2.36096  1.86829  -1.77119
H  2.10162  3.30980  -0.76592
C  -1.06540  -1.96885  3.56646
H  -1.02540  -1.20752  4.36345
C  -1.83233  -3.10510  3.84223
H  -2.27806  -3.21377  4.83823
C  -2.07238  -4.05481  2.82579
H  -2.80331  -4.85989  2.95784
C  -1.34670  -3.92566  1.65479
H  -1.41442  -4.62778  0.81893
C  -0.34361  -2.90990  1.54258
C  0.65662  -3.10712  0.49550
H  1.69775  -3.38596  0.74508
C  0.17650  -1.20704  -0.99284
C  0.42180  -3.29703  -1.98580
H  0.57693  -4.36363  -2.00192
C  0.21832  -2.40119  -2.95861
H  0.14644  -2.54553  -4.03027
N  0.18180  -1.12488  -2.36768
C  0.20947  0.06936  -3.16009
C  1.25690  0.26805  -4.09313
C  1.22618  1.40269  -4.91470
H  2.04123  1.56595  -5.63219
C  0.17748  2.32740  -4.84294
C  0.15609  3.49737  -5.77725
H  0.11184  4.44496  -5.22572
H  -0.72275  3.45194  -6.43423
H  1.05483  3.49150  -6.40677
C  -0.85192  2.11681  -3.91747
H  -1.68326  2.83233  -3.88021
C  -0.83444  1.00762  -3.05031
C  -1.97036  0.77448  -2.09951
H  -2.62110  -0.04596  -2.44225
H  -2.58431  1.68162  -2.00238
H  -1.62303  0.50462  -1.08954
C  2.41013  -0.68516  -4.19154
H  2.08827  -1.68532  -4.53079
H  2.95289  -0.78768  -3.23009
H  3.13246  -0.29009  -4.92575
C  -3.51244  1.83595  3.54383
N  -3.27769  0.55036  2.88070
C  -4.17324  -0.55474  3.22784
C  -2.37257  0.42016  1.97724
N  -1.58373  0.32157  1.09290
H  -4.49993  1.78033  4.01878
H  -3.48521  2.65674  2.81414
H  -2.74861  2.06016  4.30323
H  -4.29837  -1.19796  2.35397
H  -3.75309  -1.17223  4.02412
H  -5.12244  -0.11621  3.53188

As for the charge: -1. The expectation value of S² is 6.4215. The electronic energy is -71545.76940 eV. The value obtained for the highest occupied orbital energy (spin up / spin down) is -0.0453 / -0.0142 Eh. Its LUMO energy (spin up / spin down) is 2.7 / 2.7 eV. The orbital gap (spin up / spin down) is 3.95 / 3.13 eV. The multiplicity is 5. The energy relative to the best compared isomer or geometry (same formula, charge and spin) is 5.92 kcal/mol.

DFT (wB97M-V/def2-TZVPD) results for 16 unconnected molecules or ions with the total composition F6H30O15P in a non-equilibrium geometry.

Element x y z (Å)
P  0.44064  0.34081  0.65344
F  0.53936  -0.62744  1.93239
F  -0.23592  1.51608  1.61637
F  1.87716  0.85302  1.08472
F  0.49323  1.43891  -0.56055
F  1.13860  -0.80528  -0.30034
F  -1.04751  -0.22823  0.26293
O  -3.50788  -2.98531  -2.35830
H  -2.68420  -3.37780  -2.06894
H  -3.25455  -2.13745  -2.72327
O  -3.39249  2.80769  -2.72278
H  -3.12544  1.94990  -3.05309
H  -2.59296  3.33345  -2.74625
O  -2.71520  -1.20212  5.04830
H  -2.51524  -2.00812  4.57226
H  -3.60008  -0.97020  4.76645
O  3.23066  0.26569  4.53031
H  2.73947  0.33440  3.71162
H  3.10043  -0.63947  4.81307
O  -4.24316  -2.50063  1.77814
H  -5.02392  -2.44379  1.22729
H  -3.54002  -2.73895  1.17396
O  -0.30330  -5.28660  -1.92938
H  -0.71048  -5.89839  -2.54269
H  0.09346  -4.61683  -2.48637
O  -3.90566  2.10205  1.01927
H  -3.16698  1.53139  1.23123
H  -3.95518  2.08550  0.06349
O  1.19292  -4.93460  1.64864
H  0.91162  -5.27465  0.79924
H  1.35354  -4.00386  1.49327
O  -0.51862  4.48662  -2.81774
H  -0.03460  4.30071  -3.62234
H  -0.27719  3.77657  -2.22294
O  -2.05541  4.59853  3.40590
H  -1.13693  4.32921  3.41551
H  -2.44082  4.11110  2.67783
O  1.87947  -2.99929  -4.05066
H  2.58198  -2.72088  -3.46313
H  2.20504  -2.79562  -4.92744
O  -1.42803  -0.07822  -3.32545
H  -0.76891  0.51553  -3.68501
H  -1.03356  -0.41609  -2.52142
O  3.73893  1.68267  -3.05340
H  2.85631  1.50628  -2.72766
H  3.62253  1.83585  -3.99106
O  6.00752  0.57079  1.11144
H  6.10740  -0.38024  1.15375
H  5.19399  0.74791  1.58372
O  3.95012  4.06591  2.30004
H  3.50220  3.35480  1.84186
H  4.45763  3.62871  2.98381

As for the charge: -1. The electronic energy is -56802.65180 eV. The value obtained for the highest occupied orbital energy is -0.3202 Eh. Its LUMO energy is 1.6 eV. The orbital gap is 10.33 eV. The multiplicity is 1. The energy relative to the best compared isomer or geometry (same formula, charge and spin) is 52.71 kcal/mol.